(1)
Molecular formula: C3H16NO3S
Method: DFT, ωB97M-V/def2-TZVPD

ORCA input file:
```
! wB97M-V def2-TZVPD RIJCOSX def2/J DEFGRID3
* xyz 1 1
C -1.76123 0.85772 -0.56061
C -0.27084 0.82029 -0.13980
C 0.13691 2.07703 0.52910
S 1.61669 2.96834 -0.02449
N -0.05029 -0.48139 0.68564
H -2.18524 1.83196 -0.82334
H -2.38102 0.61098 0.31176
H -1.93175 0.30900 -1.51385
H 0.37795 0.65165 -1.05902
H -0.62388 2.85421 0.55356
H 0.16584 1.83566 1.60984
H 2.06879 1.97749 -0.73645
H 0.89520 -0.84920 0.79952
H -0.28058 -0.17029 1.65981
H -0.64802 -1.18187 0.23419
H 0.01883 -4.04748 -1.42404
H 0.45731 -4.11406 0.06118
O 0.47964 -3.56181 -0.72716
H -0.73576 3.23362 4.42539
H -0.81227 3.80703 2.81302
O -0.57221 3.18527 3.48549
H 2.45707 -4.10484 -4.05242
H 1.90192 -4.24301 -2.58696
O 1.67696 -4.26628 -3.52034
*
```

Energy above the lowest of the compared OMol25 structures with the same formula, charge and spin: 2.151 eV
LUMO: -3.33 eV
HOMO-LUMO gap: 9.32 eV

---

(2)
Molecular formula: C3H5ClO2
Method: DFT, ωB97M-V/def2-TZVPD

ORCA input file:
```
! wB97M-V def2-TZVPD RIJCOSX def2/J DEFGRID3
* xyz 0 1
C 1.75292 0.41002 0.46721
C 0.90237 -0.46405 -0.33405
C -2.45051 0.82985 -0.22947
O 2.23491 -0.35482 -0.60376
O 0.31223 -1.70641 -0.07440
Cl -3.47871 -0.41492 0.09604
H 1.73537 1.42279 0.25411
H 2.07626 0.19146 1.44126
H -1.30176 0.80577 -0.10120
H -2.75184 1.77840 -0.60771
H 0.96876 -2.49808 -0.30803
*
```

Energy above the lowest of the compared OMol25 structures with the same formula, charge and spin: 6.320 eV
LUMO (alpha / beta): -0.14 / 0.35 eV
HOMO-LUMO gap (alpha / beta): 7.86 / 8.76 eV

---

(3)
Molecular formula: C2H2Cl2F3P
Method: DFT, ωB97M-V/def2-TZVPD

ORCA input file:
```
! wB97M-V def2-TZVPD RIJCOSX def2/J DEFGRID3
* xyz 0 1
C -0.81825 0.74595 0.11942
C -0.01480 -0.49436 0.54878
F -2.01030 0.82222 0.83922
F 0.80748 -0.21499 1.77821
F -0.75667 -1.48425 0.98310
P 1.35879 -1.19355 -0.69495
Cl 2.37554 0.51098 -0.66950
Cl 0.22194 -0.88006 -2.33765
H -0.30453 1.59800 0.36129
H -0.85920 0.59006 -0.92792
*
```

Energy above the lowest of the compared OMol25 structures with the same formula, charge and spin: 0.240 eV
LUMO: 0.18 eV
Structure (SMILES): FCC(F)(F)P(Cl)Cl
HOMO-LUMO gap: 10.58 eV

---

(4)
Molecular formula: C7H4NS6SbZn
Method: DFT, ωB97M-V/def2-TZVPD

ORCA input file:
```
! wB97M-V def2-TZVPD RIJCOSX def2/J DEFGRID3
* xyz -2 1
Zn -0.24200 -0.30210 0.05390
S 2.50460 0.54430 -0.01460
C 1.53880 1.88140 -0.00840
N 0.23510 1.85190 -0.01140
C -0.34490 3.08020 -0.00540
C -1.71220 3.33030 -0.00360
C -2.14820 4.63930 -0.00110
C -1.24680 5.69710 -0.00060
C 0.12130 5.47110 0.00070
C 0.56310 4.16310 -0.00030
S 2.19880 3.55150 0.00300
H -2.39670 2.49760 -0.00100
H -3.21210 4.83820 0.00060
H -1.61700 6.71220 -0.00020
H 0.82570 6.29290 0.00270
S -3.31090 -3.34660 -1.90320
Sb -2.47890 -2.54210 0.06890
S -2.52850 -0.10940 0.11620
S -0.02660 -2.57810 0.11690
S -3.37250 -3.41250 1.98070
*
```

LUMO: 4.07 eV
HOMO-LUMO gap: 5.55 eV

---

(5)
Molecular formula: C22H44N3OP3RuSe
Method: DFT, ωB97M-V/def2-TZVPD

ORCA input file:
```
! wB97M-V def2-TZVPD RIJCOSX def2/J DEFGRID3
* xyz 4 5
Ru -0.05839 -0.01990 -0.00180
P 0.44963 0.70830 2.14013
P -2.38948 0.19788 -0.14218
P 0.18133 2.07751 -0.86032
H 0.99532 -1.61213 -2.03631
C 1.11595 -0.56436 -1.74269
C 1.97130 -0.28876 -0.62548
H 2.41991 -1.13338 -0.09142
C 0.73584 -0.52407 3.46102
C -0.82362 1.71773 2.99391
C 2.01757 1.65807 2.23925
C -3.13781 -0.17559 -1.77533
C -3.25280 -0.97758 0.95597
C -3.22303 1.79103 0.23802
C 1.83700 2.69527 -1.40288
C -0.32757 3.55828 0.11090
C -0.72598 2.33405 -2.44347
H 1.05636 0.16010 -2.56412
H 2.60477 0.60072 -0.64457
H 1.56674 -1.18245 3.17717
H -0.16837 -1.13056 3.59309
H 0.97650 -0.01674 4.40898
H -1.74044 1.12160 3.10079
H -1.05335 2.63757 2.44845
H -0.47083 1.98893 4.00004
H 2.82287 1.02607 1.84319
H 2.24651 1.89895 3.28739
H 1.98055 2.58944 1.66265
H -4.22271 0.01084 -1.75233
H -2.97841 -1.23042 -2.02021
H -2.69423 0.44079 -2.56571
H -4.34323 -0.85893 0.86597
H -2.95409 -0.79283 1.99524
H -2.98163 -2.00494 0.68429
H -4.31444 1.65845 0.18670
H -2.94964 2.56941 -0.48451
H -2.96156 2.12490 1.24931
H 1.71985 3.70082 -1.83280
H 2.26832 2.03992 -2.16782
H 2.52914 2.76289 -0.55425
H -0.25240 4.44261 -0.53828
H 0.33545 3.70587 0.97139
H -1.36109 3.47984 0.45744
H -0.42377 3.29944 -2.87501
H -1.80970 2.35006 -2.28948
H -0.47553 1.54219 -3.16000
C -0.34372 -1.54985 -6.30631
C 0.88381 -1.72721 -5.64458
C 2.04596 -1.97649 -6.37434
C 1.99602 -2.08693 -7.77029
C 0.76874 -1.94007 -8.43351
C -0.39848 -1.67464 -7.71161
Se -1.91547 -1.13199 -5.30002
H -1.16171 -1.08898 -3.98983
H 0.91690 -1.66136 -4.55741
H 2.99179 -2.08636 -5.84398
H 2.90848 -2.28854 -8.33384
H 0.72330 -2.03151 -9.51899
H -1.35474 -1.55867 -8.22426
C 2.06968 -4.77762 2.54142
N 1.01203 -4.24109 1.68718
C -0.09961 -4.99038 1.43019
C -1.02977 -4.50930 0.55619
C -0.77184 -3.25755 -0.03955
N 0.08878 -2.38687 0.48954
C 1.14705 -2.94106 1.17727
O 2.20780 -2.32609 1.41538
N -1.47019 -2.86473 -1.15242
H 1.66233 -5.08206 3.51129
H 2.83528 -4.00918 2.69575
H 2.54046 -5.65424 2.08157
H -0.13881 -5.96504 1.91131
H -1.90057 -5.08025 0.27410
H -2.03533 -3.57391 -1.60655
H -0.99556 -2.21836 -1.78541
*
```

Energy above the lowest of the compared OMol25 structures with the same formula, charge and spin: 0.000 eV
LUMO (alpha / beta): -11.85 / -14.66 eV
HOMO-LUMO gap (alpha / beta): 7.73 / 4.87 eV

---

(6)
Molecular formula: C31H30BClN8O7TeTi
Method: DFT, ωB97M-V/def2-TZVPD

ORCA input file:
```
! wB97M-V def2-TZVPD RIJCOSX def2/J DEFGRID3
* xyz -1 2
Ti 0.62396 -0.81760 1.01398
C -1.97571 1.19116 2.49404
C -2.42138 0.24007 1.43611
C -3.71329 0.01024 0.95442
C -3.56956 -0.96772 -0.00903
N -2.27407 -1.29634 -0.08785
N -1.56014 -0.54771 0.79264
B -1.51091 -2.25384 -1.03035
N -0.73050 -3.29202 -0.18922
C -0.75344 -4.63234 -0.29507
C 0.06955 -5.15865 0.67604
C 0.57595 -4.04772 1.36657
C 1.54235 -3.99929 2.50038
N 0.07512 -2.93686 0.83930
N -0.53296 -1.37986 -1.86081
C -0.58735 -0.93544 -3.12654
C 0.50308 -0.12420 -3.35423
C 1.19265 -0.09958 -2.13352
C 2.46652 0.59399 -1.78774
N 0.55208 -0.85286 -1.24494
N -2.42754 -3.03280 -1.97098
C -2.08628 -3.63447 -3.13476
C -3.08948 -4.50860 -3.47250
C -4.02523 -4.39193 -2.42348
C -5.31626 -5.12371 -2.24470
N -3.61349 -3.51548 -1.52468
H -2.78930 1.86761 2.75429
H -1.66476 0.65338 3.39104
H -1.12427 1.77731 2.14671
H -4.62172 0.49214 1.27167
H -4.29317 -1.46868 -0.62533
H -1.36130 -5.11623 -1.04144
H 0.27848 -6.19670 0.86840
H 1.55374 -4.95374 3.02564
H 2.54998 -3.79823 2.13238
H 1.28318 -3.20388 3.19869
H -1.40524 -1.19809 -3.77608
H 0.76414 0.38280 -4.26735
H 2.64982 1.41858 -2.47648
H 2.42813 0.98372 -0.76951
H 3.29870 -0.10807 -1.86169
H -1.14736 -3.43365 -3.62314
H -3.14282 -5.13775 -4.34485
H -5.66528 -5.52886 -3.19404
H -5.20090 -5.95408 -1.54599
H -6.08353 -4.46062 -1.84699
O 3.00043 2.61034 5.36482
C 2.42616 1.97443 4.52395
C 2.16701 2.40467 3.08062
O 2.44689 3.47384 2.58067
C 1.48969 1.27135 2.46827
C 1.24180 0.26051 3.38757
O 0.55530 -0.78577 3.03224
C 1.79886 0.58758 4.70075
O 1.77072 -0.05765 5.72266
O 1.06022 1.16389 1.24366
Cl 5.38103 -2.11351 2.48283
C 4.87747 -1.03569 1.14390
C 3.65829 -1.64157 0.45098
O 3.79996 -2.39507 -0.49121
O 2.53951 -1.28305 0.98508
H 5.71105 -0.96876 0.45240
H 4.64310 -0.07274 1.58724
C 0.71136 3.73380 -1.87276
Te -1.05679 2.87879 -1.02540
C -0.62376 4.31720 0.50007
C 0.03939 5.45873 -0.22309
C 0.02121 6.76188 0.25203
C 0.65183 7.77778 -0.45500
C 1.30934 7.49026 -1.64068
C 1.33815 6.18544 -2.11714
C 0.70555 5.16827 -1.41737
H 0.72430 3.63061 -2.95578
H 1.56555 3.20502 -1.44749
H 0.06917 3.85191 1.20637
H -1.52591 4.62736 1.02279
H -0.49124 6.98462 1.18054
H 0.62509 8.79346 -0.08062
H 1.79714 8.28053 -2.19755
H 1.85193 5.95818 -3.04436
*
```

Energy above the lowest of the compared OMol25 structures with the same formula, charge and spin: 0.109 eV
LUMO (alpha / beta): 2.12 / 2.12 eV
HOMO-LUMO gap (alpha / beta): 7.40 / 7.41 eV

---

(7)
Molecular formula: C6H10ClN2
Method: DFT, ωB97M-V/def2-TZVPD

ORCA input file:
```
! wB97M-V def2-TZVPD RIJCOSX def2/J DEFGRID3
* xyz 1 1
C -0.03895 -2.22470 0.34203
C -0.36510 -2.08016 1.78011
C 0.43673 -1.26657 -0.50811
C 0.17158 -1.02181 2.52681
C 0.90814 0.93398 -1.17456
C -1.00324 0.74910 0.18768
N 0.75578 2.21344 -1.26901
N 0.12099 0.10916 -0.53070
Cl -0.17747 -0.85121 4.15780
H 0.06324 -3.26119 0.08844
H -0.72745 -2.91712 2.26383
H 0.94961 -1.60567 -1.39371
H 1.85842 0.42626 -1.43684
H -1.44080 1.55386 -0.39913
H -1.66346 0.01707 0.60201
H -0.51206 1.39111 1.02371
H -0.05391 2.63232 -0.79586
H 1.43385 2.93020 -1.72114
H 0.79275 -0.15899 2.20466
*
```

Energy above the lowest of the compared OMol25 structures with the same formula, charge and spin: 2.239 eV
LUMO: -3.96 eV
Structure (SMILES): C[N+](/C=C\C=C\Cl)=C\N
HOMO-LUMO gap: 8.05 eV

---

(8)
Molecular formula: C27H25FeNO
Method: DFT, ωB97M-V/def2-TZVPD

ORCA input file:
```
! wB97M-V def2-TZVPD RIJCOSX def2/J DEFGRID3
* xyz -2 5
C -5.55537 1.50601 -2.41653
O -4.86995 0.23935 -2.28297
C -3.54262 0.18630 -2.01331
C -2.99483 -1.08022 -1.66995
C -1.73112 -1.16297 -1.14297
C -0.88727 -0.01184 -1.04823
C 0.36289 -0.06733 -0.37482
C 1.46878 0.77088 -0.74208
C 2.65682 1.09082 0.05436
C 3.44719 2.06393 -0.65427
C 2.82618 2.31038 -1.94304
C 1.64049 1.49219 -2.02472
Fe 3.21374 0.39072 -1.70528
C 2.97704 -1.06381 -3.00867
C 3.54337 -1.56080 -1.76518
C 4.76322 -0.81812 -1.49698
C 4.95956 0.13307 -2.57848
C 3.85330 -0.01619 -3.51383
C -1.40056 1.20808 -1.59394
C -2.69290 1.31571 -2.05997
H -6.60298 1.22523 -2.50772
H -5.41655 2.14904 -1.53213
H -5.22988 2.04254 -3.32172
H -3.63362 -1.95117 -1.77602
H -1.35269 -2.12064 -0.78121
H 0.52879 -0.84603 0.37797
H 2.79331 0.76553 1.07769
H 4.32097 2.58194 -0.26436
H 3.17012 3.02793 -2.68826
H 0.89018 1.48179 -2.80919
H 2.09771 -1.45862 -3.50899
H 3.16390 -2.39870 -1.18853
H 5.44854 -1.00026 -0.67276
H 5.81050 0.79816 -2.69792
H 3.72768 0.51612 -4.45312
H -0.77756 2.10254 -1.56748
H -3.07020 2.26438 -2.43961
C 1.36609 0.20293 3.42380
C -0.09836 0.33121 3.24438
C -0.59480 1.64172 3.11437
N -0.96272 2.75751 3.05533
C -1.00461 -0.74148 3.46000
C -0.55997 -2.08622 3.68480
C -1.47209 -3.10876 3.91635
C -2.85062 -2.84605 3.93551
C -3.30398 -1.52909 3.77898
C -2.40631 -0.49582 3.52239
H 1.71492 -0.82770 3.50081
H 1.88661 0.70223 2.59945
H 1.67179 0.74166 4.33651
H 0.51233 -2.29977 3.70542
H -1.10455 -4.12099 4.09005
H -3.56158 -3.65827 4.09612
H -4.36635 -1.29877 3.85693
H -2.77200 0.52966 3.41306
*
```

Energy above the lowest of the compared OMol25 structures with the same formula, charge and spin: 0.000 eV
LUMO (alpha / beta): 4.47 / 3.60 eV
HOMO-LUMO gap (alpha / beta): 1.73 / 4.97 eV